Record 1
Formula: C15H9Cl3CsNO2SSe
Source: OMol25
Level of theory: the ωB97M-V functional and the def2-TZVPD basis

Values from the calculation:
* max |F|: 0.085 hartree/bohr
* net charge: -2
* frontier orbital gap: 3.04 eV
* calculated total energy: -4982.567263 a.u.
* energy above the lowest of the compared OMol25 structures with the same formula, charge and spin: 0.0 kJ/mol
* highest occupied orbital energy: -0.57 eV
* E_LUMO: 0.0908 Eh

XYZ file:
```
33
C15H9Cl3CsNO2SSe, DFT the ωB97M-V functional and the def2-TZVPD basis
Cs 0.2776 0.1492 -0.2514
Se -3.0396 -1.8549 -0.7194
Cl 0.3067 6.2771 -0.2816
Cl -1.7210 5.7095 1.7713
Cl 1.0081 5.6401 2.7124
S 2.4315 -0.6911 2.6420
O 3.0562 -0.1318 -0.9168
O 2.4645 -2.2123 -0.3864
N -0.0408 2.6653 0.9272
C -0.0127 3.8216 1.0990
C 6.4248 -1.2904 2.5332
C -4.7197 -1.3524 -1.3115
C 4.0381 -1.0959 2.1261
C -6.9219 -0.7419 -2.9025
C -5.7895 -2.2741 -1.3811
C -5.8790 0.1827 -2.7843
C -0.1637 5.2970 1.1818
C 6.7942 -1.4108 1.1500
C -4.7767 -0.1497 -2.0400
C 5.1381 -1.1336 3.0030
C 5.6630 -1.3163 0.2700
C 4.3267 -1.2103 0.7289
C -6.8586 -1.9572 -2.2013
C 3.1861 -1.1980 -0.2468
H 5.7220 -1.3797 -0.7879
H -7.7589 -0.5499 -3.5709
H -5.8866 1.2133 -3.1531
H -5.6516 -3.2169 -0.7889
H 4.8970 -1.0077 4.0741
H 7.7533 -1.2683 0.7402
H -7.6565 -2.6591 -2.4188
H -3.8470 0.4203 -2.0682
H 7.2359 -1.2737 3.2516
```


Record 2
Formula: C4H10OSi2
Source: OMol25
Level of theory: the ωB97M-V functional and the def2-TZVPD basis

Values from the calculation:
* max |F|: 0.051 hartree/bohr
* net charge: 0
* frontier orbital gap (spin up / spin down): 6.13 / 7.56 eV
* calculated total energy: -812.413836 a.u.
* energy above the lowest of the compared OMol25 structures with the same formula, charge and spin: 523.5 kJ/mol
* highest occupied orbital energy (spin up / spin down): -7.12 / -7.56 eV
* E_LUMO (spin up / spin down): -0.0366 / -0.0001 Eh

XYZ file:
```
17
C4H10OSi2, DFT the ωB97M-V functional and the def2-TZVPD basis
Si 1.6263 1.8028 -0.3980
Si 2.9577 -0.0435 -0.6995
O -3.5454 -0.7599 2.2894
C -2.9750 -0.5149 1.2721
C -1.8553 0.7685 -0.5821
C -2.0278 -0.2809 0.3397
C -0.9084 -1.3011 0.4166
H -0.5153 -1.1967 1.4397
H 1.7056 2.2999 0.9628
H -0.0901 -1.0492 -0.1614
H -1.0106 0.7909 -1.2989
H -1.2338 -2.3216 0.1498
H -2.3637 1.6679 -0.4669
H 0.6203 2.0559 -1.4166
H 2.3804 -0.9955 -1.6105
H 2.7471 -0.8458 0.6783
H 4.4880 -0.0769 -0.9146
```


Record 3
Formula: C16H25Br15O7S
Source: OMol25
Level of theory: the ωB97M-V functional and the def2-TZVPD basis

Values from the calculation:
* max |F|: 0.126 hartree/bohr
* net charge: 0
* frontier orbital gap: 9.23 eV
* calculated total energy: -40159.538590 a.u.
* energy above the lowest of the compared OMol25 structures with the same formula, charge and spin: 192.7 kJ/mol
* highest occupied orbital energy: -9.70 eV
* E_LUMO: -0.0175 Eh

XYZ file:
```
64
C16H25Br15O7S, DFT the ωB97M-V functional and the def2-TZVPD basis
Br -22.4293 -17.5901 -0.8906
Br -21.2588 -5.9975 -3.4461
Br -27.0181 -11.4881 -3.5205
Br -20.7028 -7.7576 -0.8346
Br -28.6920 -15.5409 0.4223
Br -25.9093 -16.8659 -0.6500
Br -23.1921 -13.7174 3.9289
Br -23.4321 -8.2599 -2.6314
Br -27.6026 -14.9383 -2.5916
Br -29.1371 -9.4461 -2.5315
Br -25.3997 -15.6643 2.5458
Br -21.7314 -15.0749 -2.7086
Br -20.9646 -14.9329 0.2686
Br -28.9185 -12.2519 -0.9575
Br -22.4215 -16.6791 3.0707
S -24.7374 -12.2979 -0.1071
O -24.8131 -10.6735 0.0168
O -24.4034 -4.0048 3.3757
O -26.0897 -12.7877 -0.2573
O -22.5714 -4.5029 4.5407
O -22.7469 -8.0171 3.2297
O -23.8557 -12.8207 0.8887
O -21.9464 -8.7867 5.1695
C -22.0596 -6.9890 -1.9762
C -27.1349 -15.3421 -0.7372
C -23.9506 -12.3789 -1.7566
C -25.1590 -4.6312 2.3524
C -23.3451 -9.0995 1.1113
C -22.7942 -8.8099 4.1347
C -24.7143 -6.1025 2.3390
C -23.2431 -5.9534 2.7091
C -23.8111 -9.9156 4.3212
C -27.9339 -10.8559 -1.9413
C -24.5257 -10.0372 1.2985
C -23.5600 -15.1652 2.6644
C -21.1402 -16.1994 -1.1985
C -22.1559 -9.8376 6.1169
C -23.4573 -10.5038 5.6766
C -23.2918 -4.7321 3.6164
H -26.2394 -4.5759 2.4734
H -24.6197 -12.1709 -2.5905
H -24.2037 -10.7428 2.0682
H -24.1829 -10.2149 6.4448
H -21.2951 -10.5051 6.1907
H -25.2245 -6.6958 3.0981
H -22.7431 -6.7618 3.2353
H -27.2370 -10.4308 -1.2336
H -23.7195 -13.4461 -1.9128
H -24.8815 -4.1283 1.4188
H -24.8478 -9.5880 4.3024
H -23.7224 -10.7234 3.5930
H -23.5789 -11.5858 5.6989
H -25.4536 -9.5712 1.6241
H -23.0747 -11.7382 -1.7620
H -22.2341 -9.3622 7.0946
H -24.8808 -6.5432 1.3565
H -20.1527 -16.5700 -1.4310
H -22.5939 -5.6995 1.8627
H -22.4172 -9.5749 0.8104
H -22.5685 -6.1875 -1.4600
H -23.5992 -8.4185 0.2930
H -23.2720 -14.7058 1.7279
H -26.6359 -14.4408 -0.4002
H -23.3302 -8.5079 2.0249
```


Record 4
Formula: C19H41NO10S4
Source: OMol25
Level of theory: the ωB97M-V functional and the def2-TZVPD basis

Values from the calculation:
* max |F|: 0.153 hartree/bohr
* net charge: 0
* frontier orbital gap: 8.99 eV
* calculated total energy: -3147.939893 a.u.
* energy above the lowest of the compared OMol25 structures with the same formula, charge and spin: 354.8 kJ/mol
* highest occupied orbital energy: -9.14 eV
* E_LUMO: -0.0055 Eh

XYZ file:
```
75
C19H41NO10S4, DFT the ωB97M-V functional and the def2-TZVPD basis
S 28.4844 26.9162 45.9594
S 32.8458 26.3199 50.1790
S 30.8549 20.4781 51.6580
S 24.0919 21.2388 49.4572
O 31.9759 26.9488 49.2318
O 27.2185 27.5518 45.8393
O 29.4459 27.0167 44.9771
O 26.6623 22.9946 55.5421
O 34.2706 26.4204 49.9601
O 31.9017 21.2279 51.2234
O 24.7037 20.8133 48.2695
O 28.5248 23.8303 51.5434
O 30.4012 20.5307 53.0219
O 22.8179 22.0026 49.3224
N 28.4759 23.7766 54.1668
C 28.2343 25.2753 46.3157
C 28.8814 26.1159 48.4092
C 29.4099 22.8171 54.8636
C 31.3232 25.8435 52.0650
C 25.1160 21.3351 51.7610
C 25.1354 22.1450 50.4836
C 26.0104 24.4666 53.8319
C 28.9259 24.9589 47.4835
C 29.6585 20.6972 50.5085
C 29.5222 19.7263 49.5826
C 23.6666 19.8707 50.4471
C 30.8253 18.8385 49.6498
C 27.0177 23.6798 54.6785
C 31.1509 18.8389 51.1438
C 24.7629 19.8503 51.3762
C 29.1231 27.3944 47.5494
C 32.3659 26.8039 51.7644
C 32.3535 24.5823 50.1961
C 31.8141 24.5199 51.4883
H 29.3655 20.1676 48.5181
H 26.1804 25.4644 54.0943
H 32.3032 18.6530 51.2452
H 28.5578 24.7822 45.4972
H 29.6875 25.7903 49.1404
H 29.9913 21.3823 49.8839
H 29.6399 23.3575 55.8090
H 28.7528 20.9188 51.0155
H 27.9852 26.1922 48.8037
H 32.4463 24.0641 52.3778
H 28.7250 24.7410 53.9665
H 26.4773 24.5099 52.8270
H 28.6097 23.7057 53.0423
H 33.4771 26.9483 52.3003
H 28.6793 24.0221 48.0849
H 23.5286 19.1672 49.7488
H 30.5845 18.0645 51.7469
H 33.2026 23.7325 50.1112
H 26.0693 22.1318 49.9756
H 22.8136 19.9399 51.1284
H 30.5010 22.9812 54.4633
H 30.5442 26.2743 51.4543
H 29.8947 24.8954 47.4040
H 29.1090 21.7155 55.1514
H 24.8234 23.0196 50.6377
H 31.9486 27.7622 51.5595
H 24.4375 19.6584 52.4066
H 25.5951 19.3866 51.0836
H 30.1332 27.4873 47.6120
H 25.9564 21.4260 52.5470
H 31.6747 19.1351 48.9735
H 28.5895 28.3533 47.8009
H 28.2357 23.3920 50.6277
H 30.9989 23.8013 51.4861
H 31.2718 25.7839 53.3051
H 31.5247 24.6170 49.3719
H 24.3785 21.5671 52.4600
H 30.4349 17.7963 49.2121
H 25.1137 24.0955 53.8069
H 27.0355 25.2401 46.4160
H 28.6718 19.2214 49.9623
```


Record 5
Formula: C4H10N2S
Source: OMol25
Level of theory: the ωB97M-V functional and the def2-TZVPD basis

Values from the calculation:
* max |F|: 0.114 hartree/bohr
* net charge: 0
* frontier orbital gap: 9.49 eV
* calculated total energy: -666.013112 a.u.
* energy above the lowest of the compared OMol25 structures with the same formula, charge and spin: 235.9 kJ/mol
* highest occupied orbital energy: -8.83 eV
* E_LUMO: 0.0244 Eh
* SMILES: CC(C)/N=C/NS

XYZ file:
```
17
C4H10N2S, DFT the ωB97M-V functional and the def2-TZVPD basis
S -2.8007 2.8633 0.3823
N 0.1398 0.4539 0.5287
N -1.7713 1.7448 1.0887
C 0.6279 -0.4734 -0.4927
C -1.0859 0.8561 0.2338
C 0.4659 -1.9493 0.0423
C 2.1289 -0.2288 -0.7728
H -0.0042 -0.5333 -1.4438
H 2.3395 0.7603 -1.2090
H -0.5713 -2.1840 0.2241
H -0.8633 2.2285 1.7497
H 0.7140 -2.6423 -0.8172
H -3.7689 2.5041 1.4402
H 2.5502 -0.3218 0.1772
H 1.2302 -2.2021 0.8163
H -1.6920 0.3719 -0.5866
H 2.3612 -1.2480 -1.3610
```


Record 6
Formula: C5H14N2S
Source: OMol25
Level of theory: the ωB97M-V functional and the def2-TZVPD basis

Values from the calculation:
* max |F|: 0.017 hartree/bohr
* net charge: 0
* frontier orbital gap: 9.70 eV
* calculated total energy: -706.579433 a.u.
* energy above the lowest of the compared OMol25 structures with the same formula, charge and spin: 28.1 kJ/mol
* highest occupied orbital energy: -8.68 eV
* E_LUMO: 0.0378 Eh
* SMILES: CCN[C@@H](CN)CS

XYZ file:
```
22
C5H14N2S, DFT the ωB97M-V functional and the def2-TZVPD basis
S -0.8230 1.5281 -2.7419
N 2.3256 1.4461 -0.9755
N -0.0335 -0.6705 0.6033
C -1.2284 -1.1980 2.7386
C -1.2363 -0.4675 1.3723
C 1.6271 0.1670 -1.0083
C -0.8289 0.0910 -1.6281
C 0.1700 0.2570 -0.4948
H -0.5949 -0.8068 -2.2097
H 1.6117 -0.2100 -2.0360
H 2.1613 -0.6034 -0.4434
H -1.3671 -0.4777 3.5361
H 0.5068 1.7083 -2.7354
H -1.8537 0.0223 -1.2639
H -1.3433 0.5987 1.5577
H 3.2915 1.3359 -0.7033
H -2.1589 -0.7288 0.8416
H 1.9013 2.1076 -0.3410
H 0.0557 1.2377 -0.0358
H 0.1088 -1.6347 0.3222
H -0.2932 -1.7353 2.8834
H -1.9987 -1.9669 2.7618
```


Repeat the first record exactly.
Formula: C15H9Cl3CsNO2SSe
Source: OMol25
Level of theory: the ωB97M-V functional and the def2-TZVPD basis

Values from the calculation:
* max |F|: 0.085 hartree/bohr
* net charge: -2
* frontier orbital gap: 3.04 eV
* calculated total energy: -4982.567263 a.u.
* energy above the lowest of the compared OMol25 structures with the same formula, charge and spin: 0.0 kJ/mol
* highest occupied orbital energy: -0.57 eV
* E_LUMO: 0.0908 Eh

XYZ file:
```
33
C15H9Cl3CsNO2SSe, DFT the ωB97M-V functional and the def2-TZVPD basis
Cs 0.2776 0.1492 -0.2514
Se -3.0396 -1.8549 -0.7194
Cl 0.3067 6.2771 -0.2816
Cl -1.7210 5.7095 1.7713
Cl 1.0081 5.6401 2.7124
S 2.4315 -0.6911 2.6420
O 3.0562 -0.1318 -0.9168
O 2.4645 -2.2123 -0.3864
N -0.0408 2.6653 0.9272
C -0.0127 3.8216 1.0990
C 6.4248 -1.2904 2.5332
C -4.7197 -1.3524 -1.3115
C 4.0381 -1.0959 2.1261
C -6.9219 -0.7419 -2.9025
C -5.7895 -2.2741 -1.3811
C -5.8790 0.1827 -2.7843
C -0.1637 5.2970 1.1818
C 6.7942 -1.4108 1.1500
C -4.7767 -0.1497 -2.0400
C 5.1381 -1.1336 3.0030
C 5.6630 -1.3163 0.2700
C 4.3267 -1.2103 0.7289
C -6.8586 -1.9572 -2.2013
C 3.1861 -1.1980 -0.2468
H 5.7220 -1.3797 -0.7879
H -7.7589 -0.5499 -3.5709
H -5.8866 1.2133 -3.1531
H -5.6516 -3.2169 -0.7889
H 4.8970 -1.0077 4.0741
H 7.7533 -1.2683 0.7402
H -7.6565 -2.6591 -2.4188
H -3.8470 0.4203 -2.0682
H 7.2359 -1.2737 3.2516
```